No. 1
A molecular structure, C21H36BFeIN9O2S at a distorted geometry. Source: OMol25; level of theory: ωB97M-V/def2-TZVPD.

Values from the calculation:
Max |F| (eV/Å): 2.427
Multiplicity: 2
Net charge: +2
LUMO level (spin up / spin down) (eV): -8.622 / -6.840
DFT total energy (eV): -93856.887

XYZ file:
```
72
Properties=species:S:1:pos:R:3:mulliken_charge:R:1
Fe 0.19 0.19 -0.68 1.13
C -2.38 -2.59 -0.77 -1.12
C -1.91 -2.10 0.56 0.26
C -2.15 -2.66 1.81 -1.59
C -1.52 -1.83 2.73 0.86
C -1.43 -1.99 4.20 -1.41
N -0.96 -0.82 2.04 0.18
N -1.20 -0.98 0.72 1.38
B -0.23 0.41 2.59 -1.09
N 1.25 0.29 2.22 0.99
N 1.63 0.03 0.95 0.24
C 2.97 -0.02 0.91 0.40
C 3.72 -0.26 -0.35 -0.85
C 3.46 0.18 2.20 -1.73
C 2.34 0.38 3.00 1.09
C 2.30 0.67 4.46 -1.37
N -0.79 1.66 1.89 0.44
N -0.69 1.81 0.56 0.91
C -1.18 3.01 0.23 0.24
C -1.20 3.51 -1.17 -1.14
C -1.62 3.64 1.39 -1.57
C -1.36 2.75 2.43 1.02
C -1.63 2.93 3.88 -1.35
H -3.45 -2.45 -0.86 0.34
H -2.19 -3.66 -0.86 0.44
H -1.87 -2.07 -1.57 -0.18
H -2.70 -3.56 2.03 0.57
H -1.96 -2.90 4.50 0.39
H -1.87 -1.14 4.73 0.27
H -0.39 -2.08 4.52 0.26
H -0.36 0.49 3.76 -0.06
H 3.02 -0.43 -1.17 -0.30
H 4.37 -1.13 -0.24 0.41
H 4.35 0.60 -0.58 0.36
H 4.49 0.19 2.50 0.57
H 3.32 0.70 4.84 0.37
H 1.74 -0.08 5.01 0.27
H 1.84 1.64 4.66 0.27
H -0.48 2.95 -1.77 0.02
H -0.95 4.57 -1.20 0.44
H -2.19 3.39 -1.61 0.18
H -2.07 4.61 1.49 0.56
H -2.16 3.87 4.03 0.39
H -0.71 2.96 4.46 0.25
H -2.24 2.12 4.27 0.29
N -3.81 0.59 -3.92 -0.40
C -3.05 0.46 -2.83 0.96
N -3.63 0.20 -1.66 -0.30
S -1.37 0.61 -2.97 -0.33
H -4.81 0.49 -3.90 0.22
H -3.36 0.80 -4.80 0.22
H -4.62 0.11 -1.56 0.20
H -3.06 0.16 -0.83 -0.06
N 2.91 2.71 -3.19 -0.32
C 2.07 1.68 -3.09 0.53
O 1.46 1.44 -2.03 -0.87
C 1.92 0.82 -4.31 -0.90
I 3.26 -0.85 -4.12 0.10
H 3.06 3.32 -2.40 0.26
H 3.38 2.93 -4.05 0.21
H 2.19 1.33 -5.23 0.64
H 0.92 0.41 -4.37 0.03
C 0.38 -3.60 -3.16 -1.09
C 0.94 -2.84 -2.00 0.54
C 2.02 -3.49 -1.20 -1.03
O 0.50 -1.73 -1.71 -0.46
H 0.72 -4.63 -3.18 0.43
H 0.70 -3.11 -4.08 0.26
H -0.71 -3.57 -3.14 0.27
H 1.57 -4.26 -0.57 0.34
H 2.52 -2.76 -0.56 0.08
H 2.74 -3.99 -1.85 0.43
```

No. 2
A molecular structure, C21H39N7O3S2Tl. Source: OMol25; level of theory: ωB97M-V/def2-TZVPD.

Values from the calculation:
Max |F| (eV/Å): 0.479
Net charge: +1
LUMO level (eV): -2.645
DFT total energy (eV): -65341.101

XYZ file:
```
73
Properties=species:S:1:pos:R:3:mulliken_charge:R:1
Tl 0.71 -1.00 -0.93 1.96
C 4.40 -1.75 -1.60 -1.33
N 3.71 -0.98 -0.57 0.67
C 4.17 -1.41 0.75 -1.03
C 3.94 0.44 -0.76 -1.15
C 3.06 1.05 -1.85 -0.82
N 1.62 1.13 -1.47 0.52
C 0.83 1.48 -2.66 -1.14
C 1.45 2.20 -0.47 -0.45
H 5.47 -1.51 -1.63 0.39
H 3.98 -1.54 -2.59 0.28
H 4.30 -2.82 -1.41 0.42
H 5.25 -1.22 0.88 0.33
H 3.99 -2.47 0.87 0.32
H 3.62 -0.88 1.52 0.15
H 4.99 0.65 -1.02 0.44
H 3.75 0.95 0.18 0.49
H 3.14 0.49 -2.78 0.45
H 3.41 2.07 -2.05 0.40
H 1.14 2.45 -3.06 0.45
H -0.23 1.53 -2.39 0.30
H 0.97 0.73 -3.44 0.33
H 1.73 3.16 -0.92 0.51
H 2.09 2.02 0.39 0.35
H 0.42 2.23 -0.12 -0.90
C -1.72 -2.29 3.16 -1.26
N -0.44 -2.32 2.47 0.30
C -0.22 -3.45 1.59 -0.91
C 0.35 -1.23 2.37 0.03
O 1.01 -0.96 1.33 -0.12
N 0.45 -0.42 3.45 0.27
C 0.34 -0.92 4.81 -1.21
C 1.13 0.86 3.31 -0.75
H -2.50 -2.58 2.45 0.39
H -1.95 -1.28 3.49 0.42
H -1.74 -2.98 4.00 0.34
H -0.52 -4.36 2.12 0.41
H 0.84 -3.54 1.35 0.24
H -0.80 -3.38 0.67 0.20
H 0.19 -1.99 4.81 0.40
H -0.48 -0.44 5.34 0.33
H 1.27 -0.71 5.34 0.41
H 0.91 1.29 2.35 -0.08
H 2.21 0.74 3.44 0.30
H 0.76 1.53 4.09 0.43
N -4.47 5.14 -2.74 -0.51
C -3.92 4.20 -1.92 1.10
C -2.56 4.26 -1.58 -1.06
C -1.99 3.29 -0.78 -0.21
C -2.77 2.24 -0.29 -0.57
C -4.13 2.19 -0.59 -0.54
C -4.69 3.16 -1.40 -0.86
S -2.02 0.99 0.68 1.46
O -3.04 0.39 1.51 -0.72
O -0.87 1.57 1.33 -0.77
N -1.44 -0.13 -0.36 0.04
C -2.26 -1.15 -0.81 0.19
S -3.93 -1.46 -0.45 0.02
C -3.88 -2.84 -1.49 -0.44
C -2.64 -3.00 -1.99 -0.75
N -1.73 -2.05 -1.60 -0.31
H -3.97 5.99 -2.91 0.22
H -5.48 5.22 -2.77 0.22
H -1.96 5.08 -1.95 0.30
H -0.95 3.36 -0.50 0.78
H -4.74 1.42 -0.17 0.51
H -5.75 3.12 -1.62 0.31
H -4.75 -3.46 -1.64 0.45
H -2.33 -3.80 -2.64 0.42
C 1.27 -2.86 -1.93 -1.50
H 0.36 -3.44 -1.92 0.36
H 2.06 -3.32 -1.35 0.32
H 1.59 -2.64 -2.94 0.41
```